--- i ---
C24H48O24 | ωB97M-V/def2-TZVPD

The total charge is 0. The calculation puts the gap between HOMO and LUMO at 11.339 eV. The LUMO energy comes out at 0.51 eV.

Last column: Löwdin charge in e.
Positions of all 96 atoms, in Å:
C 2.273 -2.454 3.351  -0.0095
O 2.868 -2.689 4.649  0.0285
C 2.468 -3.775 5.257  -0.6580
O 1.629 -4.536 4.890  0.1318
O 3.190 -3.904 6.355  0.0176
C 2.801 -4.943 7.238  -0.0460
H 1.215 -2.249 3.461  0.0832
H 2.494 -3.291 2.692  0.1089
H 2.770 -1.566 2.979  0.0843
H 3.666 -5.198 7.848  0.0930
H 2.526 -5.858 6.712  0.0931
H 1.982 -4.638 7.888  0.0988
C -0.856 -4.417 3.136  -0.0225
O -2.032 -4.031 2.400  -0.0391
C -2.572 -2.843 2.697  -0.6440
O -2.316 -2.199 3.660  0.1603
O -3.341 -2.533 1.673  -0.0106
C -4.059 -1.314 1.653  -0.0256
H -0.180 -3.577 3.188  0.0519
H -0.377 -5.153 2.493  0.1000
H -1.066 -4.801 4.127  0.0991
H -3.499 -0.514 2.133  0.0913
H -4.986 -1.432 2.226  0.1023
H -4.333 -1.045 0.645  0.0899
C 7.541 1.814 -1.233  -0.0644
O 6.489 2.241 -0.402  0.0009
C 5.664 3.142 -0.960  -0.6161
O 5.683 3.503 -2.110  0.1254
O 4.842 3.567 -0.014  0.0012
C 3.679 4.259 -0.477  -0.0162
H 8.125 2.661 -1.596  0.0994
H 7.209 1.273 -2.124  0.0984
H 8.175 1.135 -0.672  0.0929
H 2.817 3.904 0.074  0.0619
H 3.545 4.088 -1.544  0.0966
H 3.826 5.329 -0.337  0.1016
C -2.741 1.546 -2.116  -0.0067
O -3.352 2.841 -2.232  0.0261
C -4.021 3.281 -1.178  -0.6430
O -4.292 2.639 -0.203  0.1115
O -4.382 4.533 -1.388  0.0197
C -5.164 5.097 -0.354  -0.0466
H -2.523 1.241 -3.132  0.0783
H -3.396 0.853 -1.597  0.0943
H -1.790 1.613 -1.593  0.0765
H -5.308 6.151 -0.571  0.0942
H -4.688 4.964 0.614  0.0950
H -6.157 4.643 -0.321  0.1008
C 1.896 4.048 3.899  -0.0488
O 0.848 3.154 3.635  0.0208
C 0.354 3.137 2.403  -0.6330
O 0.733 3.846 1.506  0.1046
O -0.611 2.245 2.341  0.0522
C -1.349 2.377 1.158  -0.0640
H 1.816 4.363 4.936  0.0953
H 1.879 4.950 3.286  0.0960
H 2.858 3.558 3.736  0.0974
H -0.782 2.288 0.229  0.0799
H -1.866 3.336 1.078  0.1041
H -2.119 1.616 1.058  0.0863
C -2.011 -3.021 -4.131  -0.0402
O -2.326 -3.249 -2.768  0.0014
C -2.093 -4.482 -2.349  -0.6416
O -1.818 -5.412 -3.050  0.1413
O -2.245 -4.497 -1.033  -0.0186
C -2.387 -5.763 -0.383  -0.0152
H -2.590 -3.680 -4.775  0.0986
H -0.950 -3.212 -4.327  0.1029
H -2.187 -1.979 -4.382  0.0890
H -3.398 -6.119 -0.590  0.1053
H -2.320 -5.602 0.688  0.0730
H -1.629 -6.500 -0.640  0.0994
C 2.673 1.087 0.760  -0.0155
O 1.995 -0.142 1.013  0.0003
C 1.023 -0.534 0.208  -0.6013
O 0.584 0.089 -0.724  0.1244
O 0.674 -1.752 0.611  0.0175
C -0.414 -2.400 -0.039  -0.0186
H 2.057 1.971 0.626  0.0670
H 3.349 0.978 -0.092  0.1043
H 3.300 1.238 1.636  0.1056
H -0.379 -2.241 -1.122  0.0945
H -1.420 -2.136 0.277  0.0928
H -0.302 -3.473 0.068  0.0921
C 0.248 1.008 -4.287  -0.0203
O -0.988 1.387 -4.919  -0.0283
C -0.892 2.015 -6.093  -0.6243
O 0.110 2.129 -6.727  0.1394
O -2.091 2.494 -6.418  0.0089
C -2.204 3.086 -7.701  -0.0424
H 0.837 1.897 -4.054  0.1039
H 0.864 0.389 -4.940  0.0971
H -0.021 0.485 -3.379  0.0716
H -3.028 3.786 -7.646  0.0933
H -2.439 2.314 -8.439  0.0991
H -1.284 3.562 -8.028  0.0926

=====

--- ii ---
C24H48O24 | ωB97M-V/def2-TZVPD

The total charge is 0. The calculation puts the gap between HOMO and LUMO at 11.123 eV. The LUMO energy comes out at 0.51 eV.

Last column: Löwdin charge in e.
Positions of all 96 atoms, in Å:
C 1.463 0.858 -0.418  -0.0542
O 0.301 1.430 -0.958  0.0289
C -0.752 0.663 -1.178  -0.6219
O -0.793 -0.518 -0.935  0.1014
O -1.693 1.373 -1.750  0.0401
C -2.925 0.672 -1.944  -0.0228
H 1.383 0.248 0.480  0.0800
H 2.081 1.744 -0.249  0.0740
H 2.085 0.279 -1.111  0.0837
H -3.342 0.372 -0.981  0.0870
H -2.607 -0.124 -2.612  0.0892
H -3.797 1.229 -2.287  0.1028
C 2.213 -0.477 -4.057  -0.0445
O 1.336 -1.461 -4.580  0.0159
C 0.130 -1.067 -4.979  -0.6244
O -0.243 0.066 -5.130  0.1271
O -0.588 -2.147 -5.210  0.0171
C -1.929 -1.982 -5.650  -0.0267
H 1.620 0.344 -3.643  0.0788
H 2.943 -0.099 -4.768  0.1007
H 2.681 -0.929 -3.184  0.0907
H -2.541 -1.705 -4.787  0.0727
H -2.236 -2.976 -5.961  0.1012
H -2.090 -1.215 -6.404  0.1009
C 4.540 5.954 0.629  -0.0385
O 4.532 5.237 -0.580  0.0064
C 3.467 4.559 -0.993  -0.5974
O 2.448 4.407 -0.378  0.1263
O 3.788 4.076 -2.204  -0.0008
C 2.975 3.103 -2.853  -0.0312
H 5.465 5.725 1.153  0.0967
H 3.727 5.671 1.303  0.0833
H 4.430 7.022 0.444  0.0984
H 1.907 3.222 -2.673  0.1009
H 3.335 2.101 -2.616  0.0765
H 3.170 3.305 -3.905  0.0999
C 5.289 1.228 -0.129  -0.0326
O 6.429 2.020 -0.407  0.0223
C 7.516 1.825 0.318  -0.6259
O 7.600 1.077 1.258  0.1234
O 8.474 2.611 -0.150  0.0111
C 9.582 2.816 0.724  -0.0378
H 4.436 1.880 0.068  0.0803
H 5.465 0.554 0.704  0.0963
H 4.967 0.644 -0.993  0.0900
H 9.285 2.996 1.753  0.0994
H 10.200 3.563 0.236  0.0947
H 10.213 1.920 0.745  0.0962
C 1.309 3.607 2.608  -0.0330
O 1.086 2.491 3.447  -0.0104
C 1.711 2.425 4.620  -0.6230
O 2.567 3.170 4.993  0.1406
O 1.267 1.341 5.225  0.0084
C 1.740 0.973 6.497  -0.0463
H 1.065 3.242 1.610  0.0772
H 2.330 3.980 2.627  0.0858
H 0.580 4.404 2.766  0.1057
H 2.800 1.167 6.663  0.0968
H 1.468 -0.054 6.715  0.0928
H 1.235 1.589 7.251  0.0993
C -3.349 -1.578 4.254  -0.0288
O -3.455 -0.330 3.549  0.0022
C -2.394 0.120 2.854  -0.6241
O -2.459 1.086 2.151  0.1466
O -1.288 -0.568 3.108  -0.0065
C -0.206 -0.458 2.208  -0.0402
H -2.831 -1.377 5.192  0.0983
H -2.793 -2.292 3.650  0.0917
H -4.330 -2.001 4.445  0.0922
H 0.549 -1.175 2.516  0.1076
H 0.228 0.543 2.147  0.0758
H -0.492 -0.687 1.177  0.0724
C -3.708 -1.869 0.364  -0.0058
O -3.494 -3.157 0.955  0.0319
C -4.452 -3.630 1.696  -0.6655
O -5.437 -3.049 2.050  0.1291
O -4.196 -4.891 2.058  -0.0002
C -5.137 -5.480 2.925  -0.0591
H -2.811 -1.589 -0.178  0.0762
H -3.960 -1.146 1.139  0.0930
H -4.547 -1.950 -0.326  0.0914
H -4.764 -6.451 3.258  0.0928
H -6.080 -5.731 2.439  0.0980
H -5.217 -4.863 3.820  0.0967
C -6.350 -6.026 -1.612  -0.0292
O -6.157 -4.630 -1.688  0.0170
C -5.499 -4.071 -2.678  -0.6022
O -4.950 -4.575 -3.611  0.1448
O -5.469 -2.751 -2.404  -0.0115
C -5.242 -1.860 -3.460  -0.0565
H -7.354 -6.231 -1.241  0.0949
H -5.632 -6.427 -0.896  0.0984
H -6.292 -6.518 -2.583  0.0976
H -4.676 -2.294 -4.291  0.0775
H -4.658 -0.959 -3.281  0.0698
H -6.201 -1.561 -3.889  0.1041

=====

Stability check: which of them is most stable? i.

=====

--- i ---
C6H38N2O11 | ωB97M-V/def2-TZVPD

The total charge is 0. The calculation puts the gap between HOMO and LUMO at 9.023 eV. The LUMO energy comes out at -0.04 eV.

Last column: Löwdin charge in e.
Positions of all 57 atoms, in Å:
C -1.898 -3.373 -0.966  -0.0756
C -2.812 -2.491 -0.120  -0.3007
N -2.314 -1.216 0.316  -0.0756
C -1.893 -0.421 -0.835  -0.2230
C -0.677 0.397 -0.440  -0.1842
C -0.745 1.661 -1.354  -0.1996
C -1.732 2.611 -0.709  -0.2250
N -1.092 3.362 0.455  -0.0365
H -1.377 -2.872 -1.770  0.0365
H -2.489 -4.248 -1.216  0.0787
H -1.069 -3.791 -0.420  0.0692
H -3.784 -2.250 -0.580  0.1118
H -3.153 -3.191 0.641  0.1094
H -1.674 -1.254 1.151  0.1233
H -1.718 -0.973 -1.740  0.1059
H -2.595 0.427 -1.066  0.1015
H 0.232 -0.161 -0.419  0.0694
H -0.588 0.653 0.637  0.1064
H -1.195 1.461 -2.359  0.1299
H 0.199 2.207 -1.575  0.1189
H -2.044 3.407 -1.468  0.1401
H -2.472 1.998 -0.182  0.0873
H -1.165 4.371 0.521  0.0743
H -0.073 3.335 0.660  0.0660
O -1.138 2.197 2.914  -0.1059
H -1.121 2.984 3.450  0.0541
H -1.546 2.487 2.040  0.0393
O 4.191 0.583 1.615  -0.0329
H 3.505 1.236 1.738  0.0047
H 4.877 0.840 0.999  0.0375
O -0.593 -0.190 3.826  -0.0847
H -1.378 0.213 3.398  0.0473
H -0.412 0.699 4.203  0.0617
O 0.818 -2.662 -3.832  -0.0601
H 0.140 -2.467 -3.181  -0.0053
H 1.626 -2.492 -3.337  0.0062
O 3.711 1.841 -2.337  -0.0478
H 4.400 1.292 -1.963  0.0098
H 3.173 1.288 -2.884  -0.0162
O 4.482 -0.641 -1.026  -0.0663
H 3.927 -1.464 -1.113  0.0446
H 4.435 -0.511 -0.082  -0.0076
O 1.759 2.559 2.106  -0.0253
H 1.074 2.183 2.625  -0.0030
H 1.841 2.335 1.180  0.0359
O 2.036 -2.270 -0.638  -0.0724
H 1.688 -2.048 0.278  0.0551
H 2.700 -2.957 -0.566  0.0468
O -4.906 0.475 0.414  -0.0529
H -4.646 0.818 1.271  0.0303
H -4.604 -0.434 0.435  -0.0001
O 0.996 -1.755 2.471  -0.1157
H 0.293 -1.103 2.749  -0.0213
H 0.759 -2.428 3.174  0.0705
O 1.846 -0.201 -2.648  -0.0378
H 1.428 -0.069 -1.788  0.0151
H 2.767 0.011 -2.653  -0.0121

=====

--- ii ---
C6H38N2O11 | ωB97M-V/def2-TZVPD

The total charge is 0. The calculation puts the gap between HOMO and LUMO at 9.398 eV. The LUMO energy comes out at 0.01 eV.

Last column: Löwdin charge in e.
Positions of all 57 atoms, in Å:
C -0.083 0.542 -2.853  -0.0672
C 0.381 0.023 -1.445  -0.2048
N -0.522 0.412 -0.266  -0.1681
C -0.756 1.901 -0.420  -0.0865
C 0.146 0.295 1.090  -0.1546
C 1.672 0.521 1.233  -0.3846
C 1.936 1.050 2.657  -0.0453
N 2.438 -0.717 0.961  0.0463
H -1.093 0.190 -3.085  0.0742
H 0.723 0.218 -3.519  0.0788
H -0.042 1.626 -2.852  0.0472
H 0.388 -1.053 -1.581  0.0768
H 1.403 0.378 -1.200  0.0799
H -1.550 2.103 0.322  0.0721
H 0.100 2.447 0.002  0.0806
H -0.955 2.300 -1.414  0.0547
H -0.432 0.877 1.808  0.0811
H -0.115 -0.738 1.339  0.1038
H 1.853 1.350 0.541  0.1163
H 2.579 0.351 3.236  0.0831
H 2.506 1.971 2.550  0.0818
H 0.987 1.160 3.153  0.0545
H 1.872 -1.555 0.817  0.0501
H 2.962 -0.797 1.824  0.0677
O 3.842 -0.222 -1.441  -0.0912
H 3.695 -0.288 -0.468  0.0409
H 4.788 -0.190 -1.657  0.0903
O 3.082 -2.684 -2.203  -0.0814
H 3.267 -1.806 -1.762  0.0078
H 2.426 -2.430 -2.860  0.0371
O -0.062 3.101 2.479  -0.0679
H -0.335 4.021 2.534  0.0521
H -0.895 2.628 2.695  0.0247
O -1.036 -3.994 -1.553  -0.0519
H -1.068 -4.934 -1.331  0.0665
H -0.430 -3.972 -2.305  0.0530
O -2.003 -2.725 2.301  -0.0369
H -1.350 -2.556 1.619  0.0196
H -2.759 -3.074 1.819  0.0564
O 3.151 2.214 -2.520  -0.0742
H 2.231 2.304 -2.221  0.0181
H 3.418 1.284 -2.551  -0.0042
O -2.947 1.984 2.357  -0.0824
H -3.131 1.357 1.645  -0.0028
H -3.115 1.386 3.113  0.0315
O -3.532 -0.528 3.197  -0.0678
H -4.321 -0.593 2.648  0.0505
H -2.778 -0.891 2.709  0.0080
O -3.364 -0.300 0.111  -0.0701
H -2.439 -0.148 -0.170  0.0029
H -3.929 0.101 -0.572  0.0375
O 0.983 -2.972 -0.253  -0.1018
H 0.105 -2.823 -0.647  -0.0022
H 1.694 -3.000 -0.926  0.0099
O -3.575 1.608 -2.359  -0.0442
H -3.025 2.391 -2.231  0.0395
H -2.990 0.892 -2.093  -0.0050

=====

Stability check: which of them is most stable? ii.